# C54H124N10O13

A cluster of 12 separate species, C54H124N10O13 in total (ωB97M-V/def2-TZVPD, the OMol25 dataset).

Values from the calculation:
* total charge: +4
* max |F|: 0.128 hartree/bohr
* LUMO level: -8.0 eV
* HOMO-LUMO gap: 6.42 eV

Positions of all 201 atoms, in Å:
C (6.745, 3.516, 9.036)
C (5.852, 2.324, 9.336)
C (4.562, 2.285, 8.548)
N (3.577, 1.180, 8.856)
C (2.259, 1.366, 8.082)
C (2.332, 1.097, 6.555)
C (2.957, -0.236, 6.256)
C (4.264, -0.396, 6.977)
C (4.135, -0.183, 8.481)
C (3.266, 1.246, 10.315)
H (6.059, 4.358, 9.172)
H (7.165, 3.559, 8.040)
H (7.518, 3.575, 9.802)
H (5.564, 2.285, 10.383)
H (6.469, 1.439, 9.174)
H (4.835, 2.221, 7.496)
H (3.978, 3.193, 8.679)
H (1.825, 2.343, 8.307)
H (1.465, 0.697, 8.437)
H (2.989, 1.826, 6.080)
H (1.273, 1.215, 6.308)
H (3.050, -0.394, 5.189)
H (2.350, -0.946, 6.813)
H (4.953, 0.298, 6.482)
H (4.838, -1.306, 6.801)
H (5.093, -0.351, 8.984)
H (3.427, -0.922, 8.872)
H (2.440, 0.551, 10.442)
H (2.990, 2.285, 10.497)
H (4.183, 1.006, 10.848)
C (-7.414, 0.887, -3.253)
C (-7.145, -0.481, -3.889)
N (-5.923, -1.178, -3.451)
C (-5.875, -2.251, -2.509)
C (-4.646, -2.740, -2.471)
N (-3.909, -1.976, -3.404)
C (-4.731, -1.076, -3.945)
C (-2.464, -2.137, -3.709)
H (-8.373, 1.246, -3.612)
H (-6.765, 1.634, -3.722)
H (-7.349, 0.940, -2.170)
H (-7.060, -0.435, -4.974)
H (-8.027, -1.074, -3.636)
H (-6.727, -2.607, -1.946)
H (-4.172, -3.546, -1.924)
H (-4.370, -0.332, -4.631)
H (-1.922, -2.574, -2.861)
H (-2.056, -1.155, -3.930)
H (-2.376, -2.825, -4.555)
C (-0.013, -0.246, -1.319)
C (0.788, -1.116, -0.293)
N (0.093, -1.031, 1.007)
C (0.515, -0.279, 2.107)
C (-0.341, -0.559, 3.111)
N (-1.243, -1.401, 2.570)
C (-0.960, -1.660, 1.361)
C (-2.496, -1.797, 3.403)
H (-0.058, 0.797, -1.013)
H (-1.014, -0.673, -1.447)
H (0.511, -0.265, -2.271)
H (1.767, -0.752, 0.016)
H (0.848, -2.151, -0.649)
H (1.440, 0.279, 2.018)
H (-0.368, -0.242, 4.145)
H (-1.472, -2.400, 0.788)
H (-3.183, -2.235, 2.679)
H (-3.008, -0.908, 3.763)
H (-2.300, -2.469, 4.235)
C (3.647, 0.590, -2.818)
N (4.424, 1.816, -2.650)
C (4.146, 2.351, -1.290)
C (5.887, 1.534, -2.694)
C (3.981, 2.839, -3.764)
C (4.263, 4.328, -3.571)
O (5.624, 4.593, -3.207)
H (2.595, 0.833, -2.961)
H (3.877, -0.044, -1.957)
H (3.991, -0.037, -3.644)
H (4.708, 1.711, -0.599)
H (3.099, 2.224, -1.022)
H (4.475, 3.345, -1.004)
H (6.251, 1.359, -3.701)
H (6.083, 0.711, -2.004)
H (6.449, 2.381, -2.308)
H (2.909, 2.720, -3.913)
H (4.626, 2.498, -4.573)
H (3.645, 4.537, -2.711)
H (3.866, 4.719, -4.505)
H (6.158, 5.064, -3.859)
C (1.350, -3.990, -3.816)
N (2.498, -4.795, -3.334)
C (2.175, -6.248, -3.467)
C (3.689, -4.514, -4.175)
C (2.676, -4.495, -1.827)
C (3.948, -4.978, -1.108)
O (5.119, -4.422, -1.601)
H (0.494, -4.207, -3.178)
H (1.144, -4.243, -4.859)
H (1.577, -2.923, -3.801)
H (1.246, -6.515, -2.964)
H (3.003, -6.795, -3.024)
H (2.130, -6.501, -4.520)
H (4.000, -3.469, -4.194)
H (3.412, -4.707, -5.212)
H (4.576, -5.011, -3.788)
H (1.794, -4.984, -1.419)
H (2.720, -3.424, -1.636)
H (4.088, -6.059, -1.228)
H (3.714, -4.942, -0.041)
H (5.348, -3.574, -1.165)
C (-7.437, -1.978, 1.766)
N (-6.864, -0.897, 2.639)
C (-5.964, -0.052, 1.812)
C (-7.988, -0.113, 3.171)
C (-6.128, -1.575, 3.826)
C (-5.464, -0.622, 4.852)
O (-4.629, -1.340, 5.650)
H (-6.671, -2.544, 1.235)
H (-8.102, -1.539, 1.023)
H (-8.014, -2.727, 2.313)
H (-5.087, -0.638, 1.542)
H (-5.715, 0.844, 2.382)
H (-6.540, 0.206, 0.925)
H (-8.575, 0.334, 2.368)
H (-7.591, 0.727, 3.736)
H (-8.637, -0.768, 3.746)
H (-5.430, -2.276, 3.350)
H (-6.872, -2.256, 4.258)
H (-6.300, -0.128, 5.347)
H (-4.992, 0.165, 4.247)
H (-4.227, -0.646, 6.233)
C (-3.605, 3.893, -1.349)
N (-3.307, 2.442, -1.172)
C (-2.583, 2.321, 0.153)
C (-4.554, 1.635, -1.124)
C (-2.327, 2.031, -2.308)
C (-2.587, 2.353, -3.763)
O (-3.729, 1.720, -4.278)
H (-4.335, 3.910, -2.158)
H (-2.717, 4.431, -1.661)
H (-4.032, 4.311, -0.439)
H (-3.308, 2.546, 0.934)
H (-1.666, 2.902, 0.265)
H (-2.178, 1.312, 0.262)
H (-4.230, 0.624, -0.881)
H (-5.175, 1.665, -2.019)
H (-5.140, 2.068, -0.320)
H (-2.318, 0.936, -2.275)
H (-1.400, 2.453, -1.936)
H (-1.671, 2.053, -4.267)
H (-2.625, 3.442, -3.779)
H (-4.013, 2.073, -5.139)
C (-0.672, 1.175, -7.112)
N (0.750, 1.411, -7.369)
C (1.175, 0.535, -8.529)
C (0.872, 2.878, -7.826)
C (1.587, 1.204, -6.148)
C (1.701, -0.252, -5.641)
O (2.797, -0.920, -6.245)
H (-1.142, 1.800, -6.353)
H (-0.681, 0.168, -6.700)
H (-1.363, 1.278, -7.937)
H (0.822, -0.457, -8.249)
H (2.256, 0.552, -8.614)
H (0.713, 0.804, -9.480)
H (1.893, 3.096, -8.139)
H (0.632, 3.503, -6.963)
H (0.239, 3.218, -8.642)
H (1.197, 1.947, -5.441)
H (2.631, 1.441, -6.361)
H (0.771, -0.734, -5.901)
H (1.897, -0.009, -4.610)
H (2.642, -1.827, -6.519)
C (4.467, -0.696, 1.423)
C (5.580, -1.146, 0.414)
O (5.172, -1.911, -0.561)
O (6.717, -0.726, 0.628)
H (3.625, -0.351, 0.825)
H (4.896, 0.065, 2.072)
H (4.087, -1.526, 2.019)
C (-1.638, 1.947, 5.214)
C (-2.160, 0.811, 6.138)
O (-3.362, 0.874, 6.493)
O (-1.322, -0.070, 6.398)
H (-2.005, 1.759, 4.192)
H (-0.552, 1.877, 5.101)
H (-1.958, 2.968, 5.428)
C (-0.944, -5.107, 0.814)
C (-1.165, -5.330, -0.691)
O (-0.650, -6.296, -1.187)
O (-1.853, -4.390, -1.330)
H (-0.036, -4.522, 0.973)
H (-0.641, -6.054, 1.259)
H (-1.834, -4.669, 1.252)
C (0.711, 4.221, -1.806)
C (0.224, 4.643, -3.269)
O (0.863, 4.044, -4.196)
O (-0.648, 5.470, -3.317)
H (-0.159, 4.229, -1.139)
H (1.429, 4.941, -1.418)
H (1.143, 3.213, -1.873)

Here are the Löwdin charges for atoms 1 to 99, given in e: C -0.069; C -0.242; C -0.136; N -0.264; C -0.085; C -0.158; C -0.198; C -0.175; C -0.085; C 0.032; H 0.084; H 0.082; H 0.093; H 0.103; H 0.118; H 0.125; H 0.140; H 0.140; H 0.143; H 0.115; H 0.099; H 0.114; H 0.123; H 0.118; H 0.134; H 0.138; H 0.146; H 0.116; H 0.124; H 0.107; C -0.059; C -0.133; N -0.019; C 0.002; C 0.020; N -0.045; C -0.066; C 0.019; H 0.095; H 0.070; H 0.068; H 0.139; H 0.136; H 0.136; H 0.127; H 0.146; H 0.063; H 0.072; H 0.111; C -0.045; C -0.091; N -0.038; C 0.031; C 0.001; N -0.027; C -0.125; C 0.089; H 0.059; H 0.058; H 0.059; H 0.097; H 0.122; H 0.132; H 0.118; H 0.145; H 0.075; H 0.072; H 0.119; C -0.025; N -0.321; C 0.005; C 0.030; C -0.074; C -0.196; O -0.036; H 0.075; H 0.096; H 0.118; H 0.109; H 0.090; H 0.121; H 0.117; H 0.111; H 0.114; H 0.089; H 0.130; H 0.100; H 0.141; H 0.113; C -0.014; N -0.341; C 0.029; C 0.004; C -0.072; C -0.248; O -0.058; H 0.096; H 0.111; H 0.088